# 1
The following is a quantum chemistry calculation of a single C2H2OS molecule in a non-equilibrium geometry, from the OMol25 dataset.

```
6
Properties=species:S:1:pos:R:3:nbo_charge:R:1
O 0.1651 1.7808 0.2940 -0.442
C 0.4907 0.6321 0.1165 0.348
C -0.3844 -0.5228 -0.0120 -0.420
S -1.9131 -0.8003 0.4220 0.207
H 1.4846 0.2409 -0.1419 0.108
H 0.1571 -1.3307 -0.6786 0.199
```

Calculated values
relative energy (zero: lowest compared OMol25 entry of this formula, charge and spin): 12.66 kcal/mol
SMILES string: O=CC=S
maximum force: 3.5 eV/A
E_HOMO: -0.34652 hartree
net charge: 0
total energy: -14987.162 eV

***

# 2
The following is a quantum chemistry calculation of a single C2H2OS molecule in a non-equilibrium geometry, from the OMol25 dataset.

```
6
Properties=species:S:1:pos:R:3:nbo_charge:R:1
C 1.4722 -0.3526 0.1559 0.391
C -0.9048 0.2939 0.0167 -0.772
O 1.5556 -1.4692 -0.1203 -0.448
S 0.5443 1.1388 -0.0488 0.378
H -1.1181 -0.3775 -0.8179 0.221
H -1.5492 0.7666 0.8144 0.230
```

Calculated values
relative energy (zero: lowest compared OMol25 entry of this formula, charge and spin): 46.52 kcal/mol
maximum force: 2.4 eV/A
E_HOMO (alpha / beta): -0.29048 / -0.29968 hartree
net charge: 0
total energy: -14985.694 eV

***

# 3
The following is a quantum chemistry calculation of a 2-piece molecular cluster, C2H2OS2 overall in a non-equilibrium geometry, from the OMol25 dataset.

```
7
Properties=species:S:1:pos:R:3:nbo_charge:R:1
C 0.7482 1.1422 -0.2954 0.277
C 1.9514 0.3529 0.0922 -0.153
O 0.2645 2.0203 0.3201 -0.498
S 3.2512 -0.4118 0.0263 0.424
S -0.4129 -1.3693 0.1016 -0.372
H 0.6451 0.8108 -1.3452 0.177
H -1.0544 -1.2733 1.3966 0.145
```

Calculated values
relative energy (zero: lowest compared OMol25 entry of this formula, charge and spin): 83.26 kcal/mol
maximum force: 3.3 eV/A
E_HOMO (alpha / beta): -0.33758 / -0.30459 hartree
net charge: 0
total energy: -25820.132 eV

***

# 4
The following is a quantum chemistry calculation of a 2-piece molecular cluster, C2H2OS2 overall in a non-equilibrium geometry, from the OMol25 dataset.

```
7
Properties=species:S:1:pos:R:3:nbo_charge:R:1
C 1.7034 -0.7715 0.3266 0.368
C -1.0633 -0.0648 -0.3913 -0.465
O 2.2597 -1.5497 -0.3687 -0.465
S -2.1286 -1.1977 -0.7672 0.158
S -1.0282 1.4287 0.2786 0.166
H 2.2449 -0.0592 1.1338 0.128
H -1.9880 2.2142 -0.2119 0.109
```

Calculated values
relative energy (zero: lowest compared OMol25 entry of this formula, charge and spin): 92.84 kcal/mol
maximum force: 2.7 eV/A
E_HOMO (alpha / beta): -0.30682 / -0.29456 hartree
net charge: 0
total energy: -25819.716 eV

***

# 5
The following is a quantum chemistry calculation of a single C2H2OS2 molecule in a non-equilibrium geometry, from the OMol25 dataset.

```
7
Properties=species:S:1:pos:R:3:nbo_charge:R:1
O 0.5963 -1.9867 -0.6462 -0.467
C -0.2708 -1.3001 -0.2508 0.415
C 0.0225 0.3164 0.3065 -0.407
S 0.1516 0.5187 1.9031 0.096
S 0.1884 1.5062 -1.0504 0.067
H -1.2188 -1.7656 0.2079 0.141
H 0.5309 2.7112 -0.4701 0.156
```

Calculated values
relative energy (zero: lowest compared OMol25 entry of this formula, charge and spin): 30.54 kcal/mol
SMILES string: O=CC(=S)S
maximum force: 3.3 eV/A
E_HOMO: -0.33327 hartree
net charge: 0
total energy: -25822.418 eV

***

# 6
The following is a quantum chemistry calculation of C2H2OS2 as an isolated structure in a non-equilibrium geometry, from the OMol25 dataset.

```
7
Properties=species:S:1:pos:R:3:nbo_charge:R:1
C -2.8617 0.1237 -0.0622 0.456
C -0.2016 -0.0484 -0.2367 -0.588
O -3.9991 -0.1157 0.0574 -0.450
S -1.2966 -1.6349 0.0547 -0.186
S -1.5554 1.2365 0.0198 0.318
H 0.7388 -0.0701 0.3627 0.246
H 0.1182 -0.0761 -1.2029 0.205
```

Calculated values
relative energy (zero: lowest compared OMol25 entry of this formula, charge and spin): 33.25 kcal/mol
maximum force: 3.9 eV/A
E_HOMO: -0.32620 hartree
net charge: 0
total energy: -25822.300 eV

***

# 7
The following is a quantum chemistry calculation of a single C2H2OS2 molecule in a non-equilibrium geometry, from the OMol25 dataset.

```
7
Properties=species:S:1:pos:R:3:nbo_charge:R:1
O -0.5699 -0.7201 1.9319 -0.497
C -0.2354 -0.1988 0.9276 0.333
S 1.4027 0.4120 0.7701 -0.018
C -1.0656 -0.1246 -0.3403 -0.331
S -0.5879 0.0877 -1.9102 0.165
H 1.2133 0.4082 -0.6229 0.144
H -1.8844 -0.7013 -0.1141 0.204
```

Calculated values
relative energy (zero: lowest compared OMol25 entry of this formula, charge and spin): 23.25 kcal/mol
SMILES string: O=C(S)C=S
maximum force: 3.0 eV/A
E_HOMO: -0.35601 hartree
net charge: 0
total energy: -25822.734 eV

***

# 8
The following is a quantum chemistry calculation of a single C2H2OS3 molecule in a non-equilibrium geometry, from the OMol25 dataset.

```
8
Properties=species:S:1:pos:R:3:nbo_charge:R:1
O 0.6233 0.4990 -0.1757 -0.690
C -0.4369 -0.4513 0.1903 0.042
S -1.4071 -1.0163 -1.2722 0.176
C -1.8194 -0.0498 0.0939 -0.549
S -3.0942 -0.1853 1.3494 0.149
S -2.5642 1.5072 0.2069 0.183
H 0.2668 1.2380 -0.6288 0.470
H 0.0646 -1.1526 0.6894 0.219
```

Calculated values
relative energy (zero: lowest compared OMol25 entry of this formula, charge and spin): 35.16 kcal/mol
SMILES string: O[C@@H]1SC12SS2
maximum force: 6.3 eV/A
E_HOMO: -0.32587 hartree
net charge: 0
total energy: -36657.425 eV

***

- maximum force of number 3 (C2H2OS2)?
  3.3 eV/A